{"formula": "C24H29N6O4Pd", "method": "the ωB97M-V functional and the def2-TZVPD basis", "species": ["Pd", "C", "N", "C", "C", "C", "N", "C", "C", "H", "H", "H", "H", "H", "H", "H", "H", "H", "H", "H", "H", "H", "H", "H", "H", "C", "C", "N", "C", "C", "C", "C", "C", "C", "C", "C", "N", "C", "N", "H", "H", "H", "H", "H", "H", "H", "H", "H", "O", "C", "O", "C", "C", "C", "C", "C", "C", "N", "O", "O", "H", "H", "H", "H"], "positions_angstrom": [[0.82135, -1.12378, -0.34900], [3.70781, -1.25331, -1.19747], [2.69727, -2.00000, -0.42179], [2.47390, -3.31872, -1.06028], [3.20148, -2.20888, 0.97435], [2.75745, -1.11259, 1.91618], [1.29641, -1.04949, 1.99422], [0.84482, 0.22658, 2.55630], [0.73104, -2.15290, 2.77680], [4.63995, -1.82201, -1.23401], [3.89252, -0.28817, -0.72932], [3.34839, -1.09086, -2.20973], [3.39277, -3.91059, -1.04045], [2.17193, -3.16973, -2.09536], [1.68222, -3.84677, -0.53149], [4.29112, -2.27390, 0.94162], [2.83014, -3.17066, 1.32456], [3.12050, -0.14847, 1.55185], [3.20222, -1.28023, 2.90625], [1.20925, 0.36708, 3.58119], [-0.24325, 0.25337, 2.56574], [1.19863, 1.05394, 1.94052], [1.08216, -2.12560, 3.81615], [0.98446, -3.11634, 2.34041], [-0.35403, -2.07158, 2.77376], [0.72214, 1.07470, -3.94221], [0.78004, 0.10723, -2.97295], [1.23118, 0.38408, -1.72536], [1.55633, 1.62396, -1.40819], [1.45550, 2.68162, -2.30756], [1.07360, 2.38055, -3.60435], [1.75710, 4.06039, -1.87747], [1.32314, 4.66551, -0.77236], [0.37697, 4.15746, 0.24600], [0.21590, 4.84444, 1.44138], [-0.67447, 4.31797, 2.36301], [-1.37154, 3.20934, 2.12920], [-1.16994, 2.64130, 0.94220], [-0.33387, 3.05194, -0.00080], [0.37019, 0.83028, -4.93430], [0.44283, -0.91495, -3.07339], [1.90721, 1.79961, -0.40022], [1.00649, 3.16874, -4.34393], [2.39194, 4.63259, -2.54588], [1.66979, 5.67647, -0.59065], [0.76693, 5.75174, 1.64857], [-0.83448, 4.79807, 3.32170], [-1.74081, 1.74519, 0.72174], [-0.84320, -2.78052, -0.03235], [-1.58985, -1.78516, -0.08580], [-1.09430, -0.59646, -0.21870], [-3.06808, -1.89846, -0.00100], [-3.64559, -3.06843, 0.48302], [-5.02516, -3.17751, 0.56705], [-5.83092, -2.12510, 0.15933], [-5.23317, -0.97865, -0.33184], [-3.86357, -0.84102, -0.41612], [-6.08371, 0.13993, -0.78034], [-5.54596, 1.03499, -1.40071], [-7.26018, 0.09659, -0.49349], [-3.00226, -3.88433, 0.78428], [-5.47663, -4.08277, 0.94798], [-6.90873, -2.17873, 0.21419], [-3.43135, 0.07100, -0.80071]], "atomic_forces_ev_per_a": [[0.572, 0.042, 0.536], [-0.007, 0.065, 0.001], [-0.018, 0.059, 0.017], [0.002, 0.034, -0.046], [-0.075, -0.093, -0.012], [0.021, 0.057, -0.048], [-0.232, -0.161, -0.074], [0.015, 0.030, -0.029], [-0.004, -0.030, 0.064], [0.000, -0.005, 0.013], [0.005, -0.001, -0.007], [-0.003, 0.004, 0.002], [0.002, 0.006, 0.020], [0.001, 0.006, -0.006], [-0.012, 0.003, 0.001], [0.008, -0.028, 0.054], [-0.018, -0.007, -0.037], [-0.020, 0.027, 0.041], [0.039, 0.011, -0.004], [-0.002, -0.021, 0.013], [0.001, 0.003, -0.007], [0.024, -0.005, -0.007], [0.018, 0.020, -0.004], [0.004, 0.006, -0.012], [0.001, 0.007, -0.015], [-0.066, 0.060, -0.104], [0.077, 0.077, 0.609], [-0.533, -0.421, -0.491], [0.161, 0.090, 0.086], [0.081, -0.020, -0.076], [-0.020, -0.010, 0.012], [0.014, -0.047, -0.066], [-0.092, 0.009, 0.116], [0.026, 0.011, -0.010], [0.035, 0.066, 0.036], [-0.025, -0.048, 0.007], [0.032, -0.008, -0.041], [-0.017, 0.080, 0.026], [-0.056, -0.044, -0.036], [0.020, -0.001, 0.003], [0.029, 0.074, -0.530], [-0.009, -0.021, -0.001], [0.002, -0.008, 0.000], [-0.004, -0.007, 0.003], [-0.001, -0.001, -0.011], [-0.011, -0.006, 0.004], [0.002, 0.008, -0.004], [0.026, 0.005, 0.004], [0.084, 0.166, 0.092], [-0.195, 0.014, 0.045], [0.096, -0.037, -0.143], [0.032, -0.062, 0.038], [-0.012, -0.013, -0.054], [0.049, -0.003, 0.001], [-0.100, 0.034, 0.013], [0.072, -0.110, 0.034], [-0.001, 0.134, -0.019], [-0.047, 0.109, 0.022], [0.013, -0.032, 0.028], [0.023, -0.047, -0.037], [-0.010, 0.000, 0.007], [-0.004, 0.002, -0.003], [0.009, -0.009, 0.001], [-0.002, -0.014, -0.013]], "gap_ha": [0.30138, 0.30135], "e_above_lowest_kcal_mol": 26.0, "multiplicity": 1, "total_charge": 1, "homo_ev": [-11.681, -11.681], "lumo_ev": [-3.480, -3.481]}



{"formula": "C24H30B2NO2P", "method": "the ωB97M-V functional and the def2-TZVPD basis", "species": ["N", "B", "O", "B", "P", "O", "H", "H", "H", "H", "H", "H", "C", "C", "C", "C", "C", "C", "H", "H", "H", "H", "H", "H", "C", "C", "C", "C", "C", "C", "H", "H", "H", "H", "H", "H", "C", "C", "C", "C", "C", "C", "H", "H", "H", "H", "H", "H", "C", "C", "C", "C", "C", "C", "H", "H", "H", "H", "H", "H"], "positions_angstrom": [[0.25896, 4.34502, 1.14934], [-0.31139, 3.86162, -0.07460], [-1.62819, 4.06206, -0.28127], [0.68234, 3.08734, -1.19050], [0.50300, 1.22151, -1.62544], [-0.83527, 0.66240, -1.34477], [1.20958, 4.03625, 1.27690], [-0.27774, 4.06366, 1.95980], [-1.94012, 3.63597, -1.10011], [1.51983, 3.71024, -1.77193], [0.82049, 1.13675, -2.99258], [1.55718, 0.51785, -1.01059], [6.73587, 3.39983, -1.88032], [6.62075, 4.64072, -1.27213], [5.46863, 4.96789, -0.57369], [4.43312, 4.05127, -0.48107], [4.54921, 2.80942, -1.08753], [5.69937, 2.48368, -1.78938], [7.63422, 3.14626, -2.42599], [7.43013, 5.35413, -1.34256], [5.37713, 5.93679, -0.10248], [3.53507, 4.31041, 0.06495], [3.74141, 2.09241, -1.01370], [5.78837, 1.51637, -2.26486], [-1.83803, 1.58946, 3.13882], [-1.91292, 0.25843, 3.51688], [-2.33822, -0.07696, 4.79315], [-2.68930, 0.92089, 5.69058], [-2.61422, 2.25295, 5.31214], [-2.18794, 2.58795, 4.03558], [-1.51234, 1.84384, 2.13752], [-1.64021, -0.51680, 2.81416], [-2.39688, -1.11610, 5.08773], [-3.02357, 0.65988, 6.68545], [-2.89203, 3.03017, 6.01084], [-2.13594, 3.62809, 3.73961], [-3.03586, -2.01742, -0.17020], [-3.26271, -3.06748, -1.04607], [-4.17556, -4.06099, -0.72556], [-4.87375, -3.99795, 0.47145], [-4.65291, -2.94513, 1.34755], [-3.73154, -1.95787, 1.02858], [-2.31411, -1.25241, -0.43021], [-2.71899, -3.11062, -1.97977], [-4.34300, -4.88375, -1.40792], [-5.58934, -4.76973, 0.72188], [-5.19781, -2.89510, 2.28098], [-3.55993, -1.13858, 1.71230], [-0.24477, -3.93688, -3.54306], [0.25823, -3.56256, -2.30607], [1.00811, -4.46050, -1.56203], [1.25863, -5.73155, -2.05674], [0.75710, -6.10535, -3.29438], [0.00383, -5.20859, -4.03706], [-0.83320, -3.23683, -4.12151], [0.05860, -2.57091, -1.91958], [1.39382, -4.17098, -0.59386], [1.84334, -6.43218, -1.47620], [0.95234, -7.09678, -3.67982], [-0.39086, -5.50147, -5.00064]], "atomic_forces_ev_per_a": [[0.007, -0.900, -0.219], [0.671, 0.030, 0.035], [-1.063, -0.270, -0.704], [0.492, 0.349, -0.144], [-0.145, 0.265, -0.157], [-0.861, -0.402, 0.299], [0.236, 0.200, 0.256], [-0.116, 0.470, 0.239], [-0.008, 0.253, 0.650], [0.064, -0.175, -0.028], [0.379, -0.031, -0.111], [0.355, 0.122, -0.050], [0.032, 0.004, -0.017], [0.032, 0.018, -0.008], [-0.001, 0.041, 0.018], [-0.042, -0.020, 0.020], [-0.052, 0.002, 0.018], [-0.003, -0.052, -0.017], [0.032, -0.007, -0.019], [0.028, 0.027, -0.007], [-0.001, 0.029, 0.020], [-0.024, 0.019, 0.007], [-0.009, -0.034, 0.000], [0.004, -0.031, -0.008], [0.046, 0.078, -0.106], [0.054, -0.063, -0.008], [-0.007, -0.024, 0.024], [-0.014, -0.012, 0.023], [-0.005, 0.027, 0.026], [0.011, 0.026, -0.023], [-0.036, -0.004, -0.035], [0.032, -0.032, -0.013], [-0.005, -0.032, 0.006], [-0.010, -0.007, 0.033], [-0.005, 0.027, 0.026], [-0.027, 0.028, -0.006], [0.107, 0.067, -0.021], [0.027, -0.048, -0.058], [-0.025, -0.008, -0.014], [-0.011, -0.027, 0.015], [0.001, -0.010, 0.023], [-0.024, 0.005, 0.003], [-0.024, 0.081, 0.017], [0.015, -0.039, -0.033], [-0.010, -0.018, -0.023], [-0.021, -0.023, 0.010], [-0.018, 0.005, 0.027], [-0.034, 0.046, 0.023], [-0.010, 0.027, -0.030], [-0.007, 0.093, 0.026], [0.016, 0.009, 0.030], [0.018, -0.022, 0.018], [0.007, -0.034, -0.011], [-0.018, -0.009, -0.032], [-0.016, 0.023, -0.016], [-0.032, 0.019, 0.020], [0.010, 0.010, 0.030], [0.016, -0.024, 0.018], [0.003, -0.035, -0.011], [-0.008, -0.008, -0.030]], "gap_ha": 0.28291, "multiplicity": 1, "smiles": "NB(O)B[PH2]=O.c1ccccc1.c1ccccc1.c1ccccc1.c1ccccc1", "homo_ev": -8.986, "lumo_ev": -1.288}



{"formula": "C24H30B3F30O12Sn2", "method": "the ωB97M-V functional and the def2-TZVPD basis", "species": ["Sn", "Sn", "B", "F", "F", "F", "F", "B", "F", "F", "F", "F", "B", "F", "F", "F", "F", "C", "C", "O", "C", "O", "C", "F", "F", "F", "H", "H", "H", "H", "H", "C", "C", "O", "C", "O", "C", "F", "F", "F", "H", "H", "H", "H", "H", "C", "C", "O", "C", "O", "C", "F", "F", "F", "H", "H", "H", "H", "H", "C", "C", "O", "C", "O", "C", "F", "F", "F", "H", "H", "H", "H", "H", "C", "C", "O", "C", "O", "C", "F", "F", "F", "H", "H", "H", "H", "H", "C", "C", "O", "C", "O", "C", "F", "F", "F", "H", "H", "H", "H", "H"], "positions_angstrom": [[-1.90706, 2.74875, 0.29292], [-1.02098, -2.31097, 2.23903], [-0.39407, -1.83284, 5.37911], [-0.17709, -1.74208, 6.75454], [-1.48598, -2.62234, 5.10605], [-0.51848, -0.64507, 4.77059], [0.74615, -2.45460, 4.86451], [0.71761, 0.37256, 0.22438], [0.14046, 0.87316, -0.85137], [1.87983, 0.99360, 0.48958], [-0.17231, 0.48116, 1.26521], [0.88974, -1.00285, 0.10294], [-3.38886, 0.19077, 1.75738], [-2.58739, 0.77953, 2.70273], [-2.61709, -0.00202, 0.65471], [-3.94905, -0.97752, 2.17445], [-4.30076, 1.13860, 1.41247], [1.76961, 2.38181, 4.89527], [0.38113, 2.89000, 5.23985], [0.38301, 4.25763, 4.93965], [-0.09731, 4.70940, 3.78746], [-0.76406, 4.02980, 2.96353], [0.16700, 6.23025, 3.52919], [0.86309, 6.34530, 2.35428], [-0.96108, 6.86516, 3.24629], [0.92211, 6.87247, 4.40410], [2.00624, 2.54244, 3.84347], [1.98256, 1.33541, 5.11393], [2.55684, 2.82631, 5.50419], [0.34767, 2.76091, 6.32166], [-0.48722, 2.39524, 4.80479], [1.22236, -2.22637, -4.07580], [1.13174, -2.35100, -2.54246], [1.17690, -3.77610, -2.28829], [0.95242, -4.41680, -1.10012], [0.45359, -3.76127, -0.08480], [1.25277, -5.90685, -1.15215], [2.42474, -6.25880, -0.65499], [0.31497, -6.56361, -0.43295], [1.25182, -6.46122, -2.37677], [1.86657, -3.00314, -4.48777], [1.61518, -1.24108, -4.32680], [0.24566, -2.34050, -4.54605], [0.13702, -2.17941, -2.13114], [1.91022, -1.91594, -1.91573], [-6.96915, -2.39717, -0.17737], [-5.47126, -2.70276, -0.00523], [-4.97717, -3.88228, -0.67536], [-3.60548, -4.23091, -0.59415], [-2.73913, -3.60985, 0.03896], [-3.27447, -5.53114, -1.43859], [-2.81846, -5.15314, -2.66000], [-2.38639, -6.24188, -0.79385], [-4.46580, -6.27404, -1.58267], [-7.37659, -2.29796, -1.18347], [-7.27022, -1.58296, 0.48180], [-7.49054, -3.27866, 0.19578], [-5.21975, -2.74495, 1.05452], [-4.87780, -1.87006, -0.38275], [4.29704, -1.23334, -0.01307], [4.28042, -1.03536, 1.53952], [4.46338, -2.17224, 2.33037], [3.33827, -2.99780, 2.52907], [2.15623, -2.77578, 2.14323], [3.74745, -4.38093, 3.22542], [4.09285, -4.08469, 4.50547], [2.77036, -5.21091, 3.22142], [4.76614, -4.85006, 2.60046], [4.53731, -0.28800, -0.49960], [3.27690, -1.49814, -0.29111], [5.04113, -1.95058, -0.35945], [3.38968, -0.49199, 1.85481], [5.04377, -0.30996, 1.82092], [3.90361, 4.26454, -4.00888], [2.78407, 3.72372, -3.06378], [3.24028, 4.05443, -1.74559], [2.38655, 4.00590, -0.72702], [1.12896, 3.95857, -0.83616], [3.12013, 4.14287, 0.64085], [2.13729, 4.16970, 1.58585], [3.95229, 3.11472, 0.85455], [3.83031, 5.28060, 0.70275], [4.33317, 5.24856, -3.82104], [3.59495, 4.00453, -5.02142], [4.69841, 3.54626, -3.80777], [2.65155, 2.64301, -3.01258], [1.88596, 4.28517, -3.32123], [-1.90357, 3.92682, -5.31048], [-3.11908, 3.45779, -4.52782], [-3.23343, 2.03653, -4.41533], [-2.63956, 1.36184, -3.42082], [-1.79357, 1.86893, -2.69475], [-2.97471, -0.15324, -3.41528], [-4.21663, -0.31755, -3.73405], [-2.19698, -0.69116, -4.32197], [-2.84393, -0.81427, -2.31917], [-1.16202, 4.41656, -4.67932], [-2.21638, 4.57282, -6.13081], [-1.53797, 3.08554, -5.89928], [-3.97242, 3.90396, -5.03852], [-2.97626, 3.95253, -3.56712]], "atomic_forces_ev_per_a": [[1.266, -2.092, 0.646], [1.070, 0.520, 0.385], [1.971, -1.131, 3.181], [-0.562, 0.377, -0.253], [-1.553, -0.949, -1.443], [-0.658, 2.301, -1.741], [0.507, -0.709, -1.538], [1.544, -2.015, 1.053], [-2.087, 1.942, -3.047], [1.459, 0.902, 0.412], [-1.856, 1.081, 2.343], [0.111, -1.102, -0.132], [-0.827, 0.434, 1.346], [1.251, 0.374, 1.136], [1.791, -0.503, -2.665], [0.086, -1.072, 0.363], [-1.641, 1.701, -0.929], [0.705, -0.697, -0.602], [0.819, -2.088, 0.928], [-0.574, 2.919, -1.597], [-1.482, -2.379, -0.365], [1.701, 1.777, 1.504], [1.319, 0.355, -2.115], [-0.037, -0.736, 0.302], [-0.592, 0.017, 1.086], [-0.898, -0.449, 0.614], [0.041, 0.026, -0.066], [-0.855, -0.289, -0.146], [-0.299, 0.753, -0.032], [-0.631, 0.574, 0.030], [0.352, -0.118, -0.246], [0.006, 0.292, 0.799], [-1.177, -1.125, 0.304], [0.940, -3.832, 1.703], [-2.369, 6.752, 1.642], [2.271, -3.783, -4.133], [-0.429, -2.640, -0.120], [0.616, 0.904, 0.713], [0.172, 0.649, -0.176], [-0.563, 1.046, -0.021], [0.161, 0.154, 0.140], [0.027, -0.055, -0.111], [-0.010, 0.013, 0.156], [0.111, 1.342, -0.151], [-0.124, 0.324, -0.422], [0.118, -1.882, 0.248], [0.661, 1.600, 0.097], [2.846, -1.599, -0.288], [-1.592, 2.398, 1.242], [-2.025, -1.473, -1.312], [-2.658, 0.409, -0.188], [-0.396, -0.628, 1.153], [0.077, -0.163, -0.329], [2.580, 1.250, -0.008], [0.591, 0.436, -0.109], [0.287, 0.145, -0.234], [-0.216, -0.048, 0.214], [-0.152, -0.318, 0.007], [0.074, 0.125, -0.112], [-0.433, 0.031, 1.177], [-0.074, 2.230, -1.229], [-2.492, -3.196, 0.850], [-2.012, 1.384, -1.678], [4.304, -0.422, 1.465], [-0.123, 3.960, 1.007], [-0.106, -0.374, -0.480], [-1.366, -1.153, -0.028], [1.706, -1.147, -0.884], [-0.075, 0.122, 0.199], [0.200, -0.289, -0.296], [-0.142, -0.183, 0.227], [-0.431, -0.380, -0.277], [0.529, -0.505, 0.077], [-0.050, -2.837, 0.738], [0.591, 1.854, -0.771], [-0.593, 0.015, 2.141], [-2.972, 0.383, -1.509], [3.670, -0.207, 0.540], [-0.702, -0.006, 0.239], [1.327, -0.207, -0.489], [-0.585, 0.523, 0.018], [-0.525, -0.602, -0.002], [-0.803, 0.071, -0.104], [0.052, 0.746, -0.163], [0.557, 0.219, -0.193], [-0.108, 0.097, -0.775], [-0.378, -0.424, 0.495], [-0.067, -0.587, -1.102], [1.074, 1.749, 0.141], [-0.473, -1.525, 0.842], [1.207, 2.254, -0.210], [-1.223, -0.408, 0.474], [-0.307, 1.029, -0.865], [-2.324, 0.067, -1.293], [0.958, -0.596, -1.128], [1.318, -0.219, 2.483], [0.132, -0.308, -0.306], [-0.019, 0.503, 0.359], [0.647, -0.156, 0.398], [-0.478, -0.980, 0.384], [-0.674, -0.544, 0.407]], "gap_ha": 0.25204, "e_above_lowest_kcal_mol": 56.2, "multiplicity": 1, "total_charge": 1, "homo_ev": -13.145, "lumo_ev": -6.287}